1.
Below is the molecule C4H7NO, with properties calculated with wB97M-V/def2-TZVPD.

ORCA input file:
```
! wB97M-V def2-TZVPD RIJCOSX def2/J DEFGRID3
* xyz 0 1
O -2.982 -1.096 -1.149
C -1.811 -1.221 -0.907
N -0.876 -0.181 -0.982
C 0.251 -0.469 -0.451
C 0.561 1.037 1.104
C 1.260 0.582 -0.211
H -1.355 -2.196 -0.623
H -0.457 0.624 1.060
H 0.430 -1.398 0.121
H 0.384 2.106 1.118
H 1.062 0.663 1.998
H 2.281 0.201 -0.084
H 1.252 1.347 -0.993
*
```

## Properties
- Highest occupied orbital energy: -0.365 Ha
- Lowest unoccupied orbital energy: 0.347 eV
- HOMO-LUMO gap: 10.288 eV
- SMILES: CC/C=N/C=O

=====

2.
Below is a cluster of 2 separate species, C4H5ClN2S in total at a distorted geometry, with properties calculated with wB97M-V/def2-TZVPD.

ORCA input file:
```
! wB97M-V def2-TZVPD RIJCOSX def2/J DEFGRID3
* xyz 0 1
C 1.055 0.744 -1.444
C -0.342 1.321 0.307
C 0.897 1.583 -0.300
C -0.833 -0.366 -1.053
N 0.219 -0.222 -1.761
N -1.168 0.326 -0.005
S -0.782 -2.561 1.925
Cl -1.906 -1.588 -1.500
H 2.040 0.723 -1.923
H -0.684 2.106 1.066
H 0.505 -2.846 1.702
H 1.584 2.422 0.082
H -0.586 -1.640 2.903
*
```

## Properties
- Highest occupied orbital energy: -0.351 Ha
- Lowest unoccupied orbital energy: 0.447 eV
- HOMO-LUMO gap: 9.993 eV
- SMILES: Clc1ncccn1.S

=====

3.
Below is the molecule C6H7 at a distorted geometry, with properties calculated with wB97M-V/def2-TZVPD.

ORCA input file:
```
! wB97M-V def2-TZVPD RIJCOSX def2/J DEFGRID3
* xyz 0 2
C -1.647 -0.001 -0.758
C -0.946 1.181 -0.304
C 0.291 1.210 0.331
C 1.173 0.002 0.662
C 0.291 -1.212 0.329
C -0.942 -1.181 -0.302
H 1.892 -0.001 1.515
H -2.520 -0.002 -1.454
H -1.418 2.132 -0.553
H 0.779 2.176 0.430
H 1.949 0.000 -0.143
H 0.782 -2.178 0.430
H -1.416 -2.137 -0.555
*
```

## Properties
- ⟨S²⟩: 0.798
- Highest occupied orbital energy (spin up / spin down): -0.257 / -0.335 Ha
- Lowest unoccupied orbital energy (spin up / spin down): 1.146 / -0.259 eV
- HOMO-LUMO gap (spin up / spin down): 8.136 / 8.859 eV

=====

4.
Below is a structure of composition C29H41Cl5IN7O3PSc at a distorted geometry, with properties calculated with wB97M-V/def2-TZVPD.

ORCA input file:
```
! wB97M-V def2-TZVPD RIJCOSX def2/J DEFGRID3
* xyz 0 1
Sc 0.764 -1.099 1.059
N 3.077 -0.405 0.948
C 3.918 -0.988 2.015
C 3.490 -0.572 3.416
C 2.000 -0.701 3.734
O 1.558 -0.208 4.773
O 1.247 -1.392 2.864
H 3.501 -0.621 0.048
H 3.102 0.620 1.065
H 4.960 -0.688 1.863
H 3.854 -2.073 1.897
H 3.794 0.447 3.626
H 4.087 -1.161 4.155
Cl -6.853 -3.538 0.448
C -5.196 -3.088 0.389
C -4.846 -1.741 0.588
Cl -6.044 -0.609 0.874
C -3.493 -1.374 0.598
Cl -3.197 0.324 0.718
C -2.409 -2.321 0.451
O -1.144 -1.954 0.620
C -2.814 -3.646 0.112
Cl -1.691 -4.882 -0.269
C -4.189 -4.006 0.126
Cl -4.685 -5.602 -0.180
C 0.281 3.358 3.384
N -0.439 2.152 3.700
C -1.310 2.200 4.812
C -1.928 0.830 4.863
N -1.379 0.160 3.699
C -1.727 -1.248 3.553
C -0.534 0.976 3.013
N 0.031 0.775 1.822
C 0.186 1.899 0.910
C 0.617 1.453 -0.533
N -0.410 0.850 -1.324
C -1.227 1.539 -2.046
N -2.435 1.012 -2.514
C -2.677 -0.416 -2.709
C -3.149 1.966 -3.331
C -2.393 3.265 -3.111
N -1.151 2.854 -2.467
C -0.248 3.909 -2.028
H 0.512 3.833 4.348
H -0.295 4.082 2.792
H 1.222 3.143 2.876
H -2.089 2.955 4.683
H -0.759 2.422 5.729
H -3.026 0.847 4.802
H -1.660 0.293 5.783
H -0.982 -1.853 4.106
H -1.785 -1.606 2.528
H -2.714 -1.377 4.014
H 0.998 2.566 1.215
H -0.740 2.486 0.877
H 1.418 0.684 -0.404
H 1.105 2.294 -0.993
H -2.041 -1.032 -2.078
H -2.531 -0.651 -3.769
H -3.732 -0.609 -2.494
H -4.192 2.015 -3.026
H -3.111 1.676 -4.399
H -2.947 3.928 -2.442
H -2.181 3.816 -4.032
H -0.593 4.828 -2.545
H 0.762 3.699 -2.396
H -0.305 4.084 -0.950
I 2.012 -3.970 0.826
C 0.315 -1.571 -3.746
P 1.269 -1.957 -2.237
C 1.825 -3.634 -2.749
C 2.774 -1.001 -2.624
C 2.677 0.294 -3.127
C 3.837 1.059 -3.302
C 5.081 0.551 -2.976
C 5.183 -0.769 -2.499
C 4.038 -1.540 -2.310
H -0.117 -0.566 -3.673
H -0.519 -2.292 -3.827
H 0.935 -1.620 -4.638
H 2.275 -3.550 -3.739
H 0.948 -4.283 -2.851
H 2.514 -4.101 -2.021
H 1.706 0.730 -3.401
H 3.740 2.064 -3.662
H 5.993 1.141 -3.098
H 6.152 -1.186 -2.238
H 4.130 -2.580 -1.960
*
```

## Properties
- Highest occupied orbital energy: -0.267 Ha
- Lowest unoccupied orbital energy: -0.078 eV
- HOMO-LUMO gap: 7.175 eV

=====

5.
Below is a structure of composition C25H30BrI2N6O7SeTi at a distorted geometry, with properties calculated with wB97M-V/def2-TZVPD.

ORCA input file:
```
! wB97M-V def2-TZVPD RIJCOSX def2/J DEFGRID3
* xyz 0 2
Ti 0.179 -0.093 0.170
I 0.011 0.381 7.745
C 0.174 0.605 5.663
C -0.536 1.608 5.028
C -0.415 1.726 3.655
I -1.496 3.169 2.581
C 0.398 0.875 2.896
O 0.475 1.010 1.582
C 1.116 -0.120 3.575
C 2.069 -0.986 2.788
N 1.521 -1.551 1.537
C 0.819 -2.827 1.737
C -0.639 -2.609 2.051
C -1.530 -3.672 2.173
C -2.844 -3.394 2.502
C -3.221 -2.072 2.706
C -2.277 -1.081 2.521
N -1.013 -1.342 2.182
C 0.988 -0.257 4.945
H -1.166 2.278 5.595
H 2.427 -1.791 3.438
H 2.932 -0.369 2.523
H 2.308 -1.752 0.924
H 1.276 -3.408 2.547
H 0.906 -3.427 0.831
H -1.190 -4.683 1.996
H -3.569 -4.192 2.601
H -4.231 -1.814 2.992
H -2.541 -0.037 2.641
H 1.531 -1.045 5.453
N 0.914 -0.695 -4.468
C 1.001 0.182 -3.299
C 2.459 0.490 -3.003
C 2.569 1.222 -1.662
N 2.000 0.447 -0.553
C 1.908 2.597 -1.848
C 0.434 2.422 -2.194
N -0.241 1.901 -0.987
C 0.225 1.500 -3.410
H 2.083 -2.373 -4.191
H 1.228 -0.217 -5.306
H -0.029 -1.031 -4.631
H 0.598 -0.377 -2.461
H 2.864 1.131 -3.794
H 3.056 -0.423 -2.989
H 3.632 1.388 -1.460
H 2.494 0.747 0.281
H 2.993 -1.335 -1.359
H 2.426 3.134 -2.646
H 1.994 3.184 -0.929
H 0.007 3.398 -2.451
H -1.249 1.953 -1.131
H -0.045 2.518 -0.201
H 0.566 2.033 -4.303
H -0.845 1.299 -3.523
Br -0.489 -5.106 -1.213
C -1.056 -3.500 -2.016
C -1.435 -3.510 -3.326
N -1.998 -2.459 -3.955
C -2.360 -1.402 -3.199
C -2.046 -1.263 -1.881
C -1.204 -2.274 -1.150
C -2.279 -0.001 -1.141
O -2.883 0.935 -1.643
O -1.711 0.054 0.038
H -1.284 -4.398 -3.929
H -2.917 -0.620 -3.703
H -1.748 -2.582 -0.244
O 2.655 -3.088 -3.824
Se 2.209 -3.410 -2.141
O 3.326 -2.270 -1.348
O 0.001 -1.662 -0.738
O 2.940 -4.788 -1.833
*
```

## Properties
- ⟨S²⟩: 0.800
- Highest occupied orbital energy (spin up / spin down): -0.309 / -0.309 Ha
- Lowest unoccupied orbital energy (spin up / spin down): -0.231 / -2.385 eV
- HOMO-LUMO gap (spin up / spin down): 8.189 / 6.033 eV

=====

6.
Below is the molecule C19H34FNO8S2 at a distorted geometry, with properties calculated with wB97M-V/def2-TZVPD.

ORCA input file:
```
! wB97M-V def2-TZVPD RIJCOSX def2/J DEFGRID3
* xyz 0 1
C -0.786 2.682 4.271
C -1.787 1.961 3.549
C -2.720 0.808 2.859
C -2.112 0.237 1.402
N -1.889 1.447 0.536
C -3.127 2.239 0.227
C -2.639 3.469 -0.798
C -2.158 2.939 -2.270
O -3.151 -0.695 0.951
S -3.044 -1.111 -0.684
O -4.406 -1.839 -1.002
O -1.851 -2.297 -0.918
C -1.037 -2.540 0.279
C -0.263 -3.994 -0.035
C -1.513 -5.046 -0.393
O -0.947 -6.425 -0.246
C 0.070 -1.318 0.595
C 0.482 -0.475 -0.729
C 1.161 1.025 -0.432
C 2.464 1.282 -1.448
C 2.374 2.814 -2.109
S 2.496 4.188 -0.842
O 2.890 5.526 -1.540
O 3.636 3.829 0.140
O 0.973 4.446 -0.099
O 1.115 -2.022 1.320
C 2.471 -1.900 0.884
C 2.950 -2.963 -0.316
C 4.469 -2.465 -0.790
C -0.668 -0.398 1.782
F -0.668 -1.265 3.020
H 0.096 3.095 4.961
H -3.824 1.244 2.727
H -2.862 -0.101 3.621
H -1.103 2.055 0.852
H -3.930 1.632 -0.401
H -3.630 2.785 1.131
H -3.495 4.285 -0.822
H -1.691 3.949 -0.256
H -2.315 1.796 -2.469
H -2.698 3.632 -3.076
H -1.002 3.222 -2.364
H -1.679 -2.803 1.252
H 0.395 -3.960 -1.000
H 0.255 -4.446 0.910
H -1.870 -4.887 -1.498
H -2.385 -4.960 0.393
H -0.797 -6.629 0.739
H -0.426 -0.203 -1.457
H 1.266 -1.007 -1.450
H 1.592 1.127 0.650
H 0.393 1.891 -0.722
H 3.453 1.116 -0.843
H 2.483 0.553 -2.363
H 1.305 2.880 -2.633
H 3.176 2.899 -2.983
H 0.553 5.242 -0.546
H 3.151 -2.245 1.809
H 2.887 -0.846 0.608
H 2.285 -2.916 -1.272
H 3.040 -4.059 0.150
H 4.784 -1.436 -0.284
H 4.463 -2.237 -1.960
H 5.281 -3.310 -0.641
H 0.062 0.502 2.068
*
```

## Properties
- Highest occupied orbital energy: -0.351 Ha
- Lowest unoccupied orbital energy: -0.140 eV
- HOMO-LUMO gap: 9.424 eV